# 1
{
  "formula": "C6H13N",
  "method": "ωB97M-V/def2-TZVPD",
  "symbols": ["N", "C", "C", "C", "C", "C", "C", "H", "H", "H", "H", "H", "H", "H", "H", "H", "H", "H", "H", "H"],
  "coordinates": [[-1.7897, -1.6828, 1.4561], [-0.5730, 0.1447, 0.4650], [0.6765, 1.9996, -0.6487], [-0.7931, -1.3569, 0.4234], [1.4467, 2.5981, -1.8054], [0.5167, -2.1046, 0.6021], [0.2839, 0.7361, -0.6184], [2.5110, 2.3322, -1.7364], [1.0668, 2.3028, -2.7863], [-1.7290, -1.0079, 2.2096], [0.4391, 0.1107, -1.4946], [-0.1944, 0.4051, 1.4527], [0.4319, -3.1967, 0.5696], [-1.6380, -2.5989, 1.8577], [-1.5689, 0.5915, 0.4101], [-1.2278, -1.5892, -0.5476], [0.9784, -1.8318, 1.5570], [0.5812, 2.6300, 0.2246], [1.4290, 3.6854, -1.7482], [1.2439, -1.8080, -0.1541]],
  "forces_ev_per_a": [[-0.2493, 0.0703, -0.1444], [-0.0939, 0.1237, 0.1914], [0.7296, 0.0582, -0.5305], [0.2482, -0.1267, 0.3211], [0.1565, 0.0997, 0.3616], [0.3502, 0.0522, 0.1738], [-0.6321, -0.1597, 0.0185], [-0.0938, -0.1108, -0.1010], [0.0458, -0.0680, 0.1526], [0.0604, -0.0716, 0.0831], [-0.0005, 0.0666, -0.0225], [0.1361, 0.0558, 0.0463], [-0.1642, 0.0734, -0.0216], [0.1307, -0.0259, -0.0540], [-0.1309, 0.1584, -0.0604], [-0.0506, -0.1534, -0.2115], [-0.1502, -0.0544, 0.0425], [-0.2204, -0.0488, 0.1093], [-0.1335, 0.1169, -0.1262], [0.0618, -0.0559, -0.2282]],
  "charge": -1,
  "orbital_gap_ev": [2.405, 9.889],
  "s_squared": 0.750,
  "e_lumo_ha": [0.1440, 0.1547],
  "e_above_lowest_kj_mol": 50.33,
  "energy_ev": -7920.8303,
  "multiplicity": 2,
  "homo_energy_ev": [1.5, -5.7]
}

---

# 2
{
  "formula": "C6H13N",
  "method": "ωB97M-V/def2-TZVPD",
  "symbols": ["N", "C", "C", "C", "C", "C", "C", "H", "H", "H", "H", "H", "H", "H", "H", "H", "H", "H", "H", "H"],
  "coordinates": [[0.0145, -0.7601, -0.6292], [-0.1730, -0.6562, -2.0551], [1.0359, -0.0866, 0.1360], [1.8736, -0.8632, 1.1234], [-0.7160, 1.7108, -0.1953], [-1.4025, -0.2478, 1.2859], [-0.4117, 0.2918, 0.2733], [-0.3147, 2.4234, 0.5368], [-2.2213, -0.7050, 0.7156], [-1.2034, -0.9652, -2.2665], [2.4864, -0.1739, 1.7162], [1.6108, 0.6802, -0.3987], [-1.8303, 0.5383, 1.9128], [0.4949, -1.3486, -2.5757], [2.5521, -1.5482, 0.6016], [-0.0315, 0.3502, -2.4766], [-1.7911, 1.9013, -0.2825], [-0.9897, -1.0369, 1.9198], [1.2578, -1.4506, 1.8101], [-0.2405, 1.9463, -1.1520]],
  "forces_ev_per_a": [[-0.0172, -0.0716, -0.1235], [0.0088, 0.0532, -0.2072], [0.1660, 0.0315, 0.0188], [-0.0560, -0.0287, 0.0310], [-0.0596, 0.0011, -0.0855], [0.0185, 0.0170, 0.1628], [-0.1330, 0.0951, 0.1107], [-0.1279, -0.1528, -0.0723], [0.0697, 0.1331, 0.1392], [0.1647, 0.0584, -0.0854], [-0.1104, -0.1066, -0.0645], [-0.1013, -0.1240, 0.0339], [0.1200, -0.0373, 0.0652], [-0.0384, 0.0883, 0.0900], [-0.1190, 0.0931, 0.0642], [0.1014, -0.0982, 0.0675], [0.1069, -0.0981, -0.0625], [0.0522, 0.1490, -0.0761], [0.0458, 0.0444, -0.1401], [-0.0912, -0.0469, 0.1339]],
  "orbital_gap_ev": 9.833,
  "e_lumo_ha": 0.0384,
  "e_above_lowest_kj_mol": 96.99,
  "energy_ev": -7921.8279,
  "smiles": "C[C@H]1N(C)C1(C)C",
  "homo_energy_ev": -8.8
}

---

# 3
{
  "formula": "C6H13N",
  "method": "ωB97M-V/def2-TZVPD",
  "symbols": ["N", "C", "C", "C", "C", "C", "C", "H", "H", "H", "H", "H", "H", "H", "H", "H", "H", "H", "H", "H"],
  "coordinates": [[2.3684, 0.6285, -0.7343], [-0.9875, -1.1708, -0.7009], [1.3667, -0.3742, -0.6945], [2.7083, 1.1771, 0.5779], [-1.9936, -0.9140, 0.4529], [-2.4039, 0.5396, 0.6086], [0.0727, -0.1290, -0.8370], [-3.3032, 0.6494, 1.2112], [-1.5621, -1.2737, -1.6244], [-1.5877, -1.3179, 1.3785], [-0.2257, 0.8997, -1.0212], [-2.6621, 0.9531, -0.3747], [-1.6268, 1.1721, 1.0309], [1.7725, 1.4127, 1.0798], [-2.8769, -1.5022, 0.2037], [3.2037, 0.2500, -1.1648], [1.6716, -1.4128, -0.5611], [3.2607, 0.4852, 1.2311], [-0.5198, -2.1401, -0.5255], [3.3247, 2.0675, 0.4639]],
  "forces_ev_per_a": [[0.2167, -0.0248, -0.0723], [-0.2335, -0.0302, 0.3599], [-0.1161, -0.3510, -0.1988], [0.0112, -0.1829, 0.1301], [0.1703, -0.1691, -0.4621], [-0.3168, 0.1936, -0.4498], [0.0589, 0.2452, 0.1234], [0.0273, -0.0766, 0.2115], [0.0462, 0.1969, -0.1252], [0.0365, 0.0771, 0.1491], [-0.0394, -0.0332, -0.0201], [0.0777, 0.0150, 0.0926], [0.1149, -0.0413, 0.0558], [0.0815, 0.2640, 0.0656], [-0.1137, -0.0849, 0.2099], [-0.0396, 0.0809, -0.0044], [0.1673, -0.0291, 0.1133], [-0.0756, -0.0896, -0.0834], [0.0640, -0.0754, -0.0776], [-0.1378, 0.1153, -0.0175]],
  "orbital_gap_ev": 9.694,
  "e_lumo_ha": 0.0430,
  "e_above_lowest_kj_mol": 78.92,
  "energy_ev": -7922.0152,
  "smiles": "CCC/C=C/NC",
  "homo_energy_ev": -8.5
}

---

# 4
{
  "formula": "C6H13N",
  "method": "ωB97M-V/def2-TZVPD",
  "symbols": ["N", "C", "C", "C", "C", "C", "C", "H", "H", "H", "H", "H", "H", "H", "H", "H", "H", "H", "H", "H"],
  "coordinates": [[-0.7730, 0.1909, -0.7138], [1.4303, -0.6214, -0.1854], [0.6176, 0.5902, -0.6332], [-1.8323, 1.1331, -0.9932], [-2.2310, -0.4790, 1.2423], [2.9161, -0.3184, -0.0529], [-1.6110, 0.5941, 0.3837], [3.3269, 0.0305, -1.0075], [3.4792, -1.2063, 0.2516], [3.0939, 0.4649, 0.6932], [0.7471, 1.4193, 0.0874], [-1.4629, -0.7326, 1.9852], [1.2606, -1.4257, -0.9109], [-2.6043, 0.8046, -1.6865], [-1.5589, 2.1871, -1.1000], [1.0268, -0.9852, 0.7701], [0.9711, 0.9467, -1.6084], [-3.1119, -0.1332, 1.7904], [-1.1864, 1.3852, 1.0085], [-2.4626, -1.3928, 0.6914]],
  "forces_ev_per_a": [[0.1131, -0.0248, 0.0695], [-0.0008, -0.0188, 0.0023], [0.1660, 0.0702, -0.0535], [-0.1650, 0.1349, -0.0992], [-0.1004, -0.0029, -0.0133], [0.0872, 0.0338, 0.0046], [0.0499, 0.0572, 0.3154], [-0.0187, -0.0463, 0.1363], [-0.0658, 0.1337, -0.0438], [0.0000, -0.0995, -0.0987], [0.0453, -0.0578, -0.1718], [-0.2284, -0.0915, -0.0560], [0.0497, 0.1167, 0.0947], [0.0767, -0.1005, 0.2444], [-0.0685, -0.1749, -0.0234], [0.0652, 0.0976, -0.1392], [-0.0607, -0.1060, 0.0361], [0.0302, -0.0308, -0.1238], [0.1102, -0.0938, -0.0008], [-0.0851, 0.2033, -0.0797]],
  "orbital_gap_ev": 10.360,
  "e_lumo_ha": 0.0451,
  "e_above_lowest_kj_mol": 109.62,
  "energy_ev": -7921.6969,
  "smiles": "CCCN1C[C@H]1C",
  "homo_energy_ev": -9.1
}